[1]
Below is C25H33AlN6O3S3 as an isolated structure, with properties calculated with ωB97M-V with the def2-TZVPD basis set.

Results
ΔE to the lowest compared entry with this formula, charge and spin	0.0	kJ/mol
energy	-80649.713	eV
Kohn-Sham gap	7.284	eV

```
71
C25H33AlN6O3S3, DFT ωB97M-V with the def2-TZVPD basis set
Al 0.22 -0.17 -0.11
C -3.18 1.73 1.89
C -2.07 1.47 0.91
N -1.25 0.47 1.10
N -1.38 -0.17 2.34
C -0.88 -1.36 2.40
S -0.14 -2.23 1.10
S -0.91 -2.19 3.94
C -1.71 -0.96 4.99
C -3.19 -0.73 4.79
C -3.98 -1.52 3.97
C -5.33 -1.24 3.81
C -5.91 -0.17 4.47
C -5.13 0.62 5.30
C -3.78 0.34 5.46
C -1.88 2.37 -0.22
C -2.83 3.38 -0.47
C -2.66 4.33 -1.46
C -1.48 4.30 -2.22
C -0.53 3.34 -2.00
C -0.70 2.35 -1.01
O 0.23 1.45 -0.88
H -3.37 0.86 2.51
H -4.09 2.00 1.37
H -2.91 2.56 2.54
H -1.18 -0.02 4.83
H -1.50 -1.28 6.01
H -3.53 -2.37 3.46
H -5.94 -1.87 3.17
H -6.96 0.05 4.34
H -5.57 1.46 5.83
H -3.17 0.96 6.11
H -3.73 3.43 0.12
H -3.41 5.08 -1.63
H -1.33 5.04 -3.00
H 0.38 3.30 -2.58
C 3.94 0.24 1.94
C 2.81 0.03 0.98
N 1.60 0.34 1.29
O 1.45 0.89 2.56
C 3.01 -0.57 -0.33
C 4.33 -0.90 -0.93
N 1.89 -0.80 -0.98
O 1.88 -1.33 -2.13
H 3.65 -0.12 2.92
H 4.15 1.31 2.03
H 4.84 -0.26 1.61
H 0.50 0.81 2.74
H 5.11 -0.23 -0.59
H 4.23 -0.81 -2.02
H 4.63 -1.93 -0.72
C -5.42 -2.34 -0.43
C -4.28 -1.59 0.25
N -3.01 -1.70 -0.46
C -2.62 -0.93 -1.47
S -1.02 -1.09 -2.09
N -3.51 -0.07 -1.99
C -3.24 0.86 -3.08
C -3.71 0.32 -4.42
H -6.34 -2.21 0.14
H -5.20 -3.40 -0.49
H -5.60 -1.98 -1.44
H -4.11 -2.00 1.25
H -4.52 -0.54 0.41
H -2.27 -2.25 -0.05
H -4.45 -0.10 -1.64
H -2.17 1.04 -3.09
H -3.73 1.80 -2.83
H -3.18 -0.60 -4.66
H -3.50 1.05 -5.21
H -4.78 0.12 -4.42
```

Results of the Löwdin charge analysis, in e, for atoms 1 through 8: -0.250, 0.000, -0.195, 0.012, -0.053, -1.068, 0.752, 0.929

***

[2]
Below is one molecule with the formula C3H6N2OS, with properties calculated with ωB97M-V with the def2-TZVPD basis set.

Results
ΔE to the lowest compared entry with this formula, charge and spin	577.3	kJ/mol
energy	-19066.184	eV
Kohn-Sham gap (alpha / beta)	7.947 / 7.129	eV

```
13
C3H6N2OS, DFT ωB97M-V with the def2-TZVPD basis set
C -0.96 0.07 0.59
C -1.54 -0.96 1.47
C 2.03 0.19 -1.50
N -1.48 1.20 0.48
N 0.70 0.56 -1.12
O 0.20 -0.29 -0.11
S -1.23 2.64 -0.13
H -0.82 -1.87 1.27
H -2.65 -1.27 1.39
H -1.48 -0.90 2.53
H 2.35 -0.80 -1.53
H 2.13 0.59 -2.51
H 2.75 0.84 -0.84
```

Results of the natural (NBO) charge analysis, in e, for atoms 1 through 8: 0.502, -0.683, -0.491, -0.595, -0.021, -0.382, 0.296, 0.232

***

[3]
Below is a 16-piece molecular cluster, C44H116Br3N8O6 overall, with properties calculated with ωB97M-V with the def2-TZVPD basis set.

Results
total charge	+5
ΔE to the lowest compared entry with this formula, charge and spin	1888.8	kJ/mol
energy	-281766.233	eV
Kohn-Sham gap	1.491	eV

```
177
C44H116Br3N8O6, DFT ωB97M-V with the def2-TZVPD basis set
C 4.46 -7.78 -1.85
C 5.93 -7.31 -1.94
C 6.98 -8.40 -1.84
O 8.17 -7.86 -2.17
C 9.34 -8.76 -2.07
N 6.14 -6.59 -3.23
H 5.70 -7.17 -3.95
H 5.73 -5.57 -3.21
H 7.18 -6.38 -3.34
H 3.70 -7.13 -2.10
H 4.26 -8.14 -0.79
H 4.38 -8.62 -2.56
H 6.14 -6.50 -1.28
H 6.57 -9.15 -2.57
H 6.96 -8.88 -0.85
H 9.53 -9.17 -1.05
H 10.19 -8.12 -2.43
H 9.26 -9.53 -2.84
C -14.20 -0.20 -3.32
C -14.50 -0.98 -2.06
C -13.54 -2.13 -1.78
O -13.69 -2.44 -0.38
C -13.49 -3.81 -0.11
N -14.33 -0.10 -0.85
H -15.18 0.46 -0.86
H -14.29 -0.70 0.00
H -13.56 0.53 -0.93
H -13.25 0.34 -3.30
H -14.95 0.58 -3.40
H -14.25 -0.84 -4.25
H -15.47 -1.40 -1.91
H -12.44 -1.79 -1.91
H -13.73 -3.03 -2.38
H -12.47 -4.23 -0.32
H -14.22 -4.60 -0.53
H -13.53 -3.93 0.98
C 8.00 3.72 4.93
C 8.18 4.26 3.48
C 7.77 5.75 3.46
N 8.05 6.45 2.16
C 7.37 5.67 1.08
C 9.56 6.57 1.88
C 9.60 7.79 0.91
C 8.50 8.72 1.48
C 7.56 7.85 2.31
H 8.86 4.22 5.45
H 8.12 2.67 5.04
H 7.08 4.14 5.34
H 7.56 3.79 2.71
H 9.17 3.94 3.11
H 8.27 6.28 4.24
H 6.71 5.84 3.54
H 7.41 6.16 0.12
H 6.38 5.46 1.42
H 7.84 4.75 0.86
H 10.07 5.66 1.58
H 9.91 6.92 2.85
H 9.29 7.44 -0.04
H 10.60 8.32 0.91
H 7.98 9.24 0.72
H 8.94 9.46 2.22
H 6.48 7.90 2.11
H 7.83 8.15 3.29
C -5.72 -2.21 7.34
C -6.60 -1.39 7.99
C -6.35 -0.51 9.01
N -7.32 0.52 9.39
C -8.12 -0.15 10.42
C -8.15 1.18 8.06
C -8.77 2.24 9.01
C -7.66 2.88 9.71
C -6.55 1.74 9.98
H -4.92 -2.45 8.06
H -16.51 -0.84 -4.02
H -5.67 -2.72 6.43
H -7.58 -1.34 7.54
H -12.51 0.43 2.52
H -5.27 -0.34 9.07
H -3.46 4.37 11.77
H -7.47 -0.51 11.24
H -8.61 -0.88 9.77
H -8.86 0.57 10.77
H -8.94 0.38 7.78
H -7.36 1.33 7.38
H -8.81 3.43 12.82
H -9.98 2.36 8.97
H -7.70 3.65 10.54
H -7.97 2.36 1.63
H -6.64 1.62 11.11
H -5.56 1.80 9.68
C -4.59 7.69 2.97
N -3.62 7.14 1.91
C -2.33 7.80 2.18
C -3.52 5.69 2.08
C -4.22 7.59 0.44
C -3.51 6.70 -0.59
O -2.18 7.10 -0.63
H -4.75 8.75 2.73
H -4.20 7.59 4.00
H -5.51 7.13 2.90
H -1.64 7.70 1.37
H -1.93 7.31 3.06
H -2.61 8.81 2.36
H -2.70 5.40 1.46
H -4.43 5.22 1.71
H -3.23 5.55 3.13
H -3.98 8.66 0.38
H -5.25 7.47 0.65
H -4.01 6.81 -1.54
H -3.62 5.61 -0.43
H -1.53 6.35 -0.55
C 0.72 -10.99 -10.32
N 0.26 -9.58 -10.41
C 1.28 -8.69 -11.12
C -1.07 -9.54 -11.23
C -0.24 -9.16 -9.04
C 0.78 -8.55 -8.07
O 1.94 -9.31 -7.89
H 1.66 -10.96 -9.82
H 0.86 -11.44 -11.30
H 0.10 -11.67 -9.78
H 1.33 -8.93 -12.17
H 2.22 -8.80 -10.56
H 1.05 -7.62 -11.01
H -0.86 -10.05 -12.19
H -1.30 -8.46 -11.43
H -1.81 -10.07 -10.62
H -0.73 -10.04 -8.60
H -1.07 -8.44 -9.26
H 0.17 -8.39 -7.19
H 1.24 -7.71 -8.56
H 1.72 -9.95 -7.24
C 5.40 0.20 -5.30
N 5.70 0.52 -3.85
C 4.62 -0.02 -2.96
C 7.02 -0.16 -3.43
C 5.78 2.07 -3.61
C 6.98 2.74 -4.16
O 6.91 2.59 -5.53
H 6.16 0.51 -5.97
H 4.43 0.61 -5.54
H 5.31 -0.89 -5.36
H 4.36 -1.04 -3.27
H 3.74 0.73 -3.02
H 5.03 -0.01 -1.91
H 7.30 0.17 -2.46
H 7.78 0.07 -4.17
H 6.98 -1.22 -3.30
H 5.80 2.11 -2.50
H 4.83 2.47 -3.99
H 7.85 2.28 -3.78
H 7.07 3.80 -3.86
H 7.66 3.05 -5.94
C 3.25 0.04 0.30
N 2.53 0.52 1.56
C 3.62 0.58 2.70
C 2.09 1.91 1.29
C 1.33 -0.30 1.81
C 0.62 -0.12 3.13
O 0.06 1.11 3.17
H 2.57 0.10 -0.54
H 3.62 -0.98 0.34
H 4.09 0.76 0.11
H 3.82 -0.43 3.04
H 3.18 1.19 3.53
H 4.48 1.01 2.17
H 1.50 1.98 0.34
H 2.98 2.51 1.27
H 1.46 2.28 2.13
H 1.70 -1.28 1.78
H 0.61 0.00 1.05
H 1.38 -0.24 3.98
H -0.04 -0.96 3.32
H -0.07 1.48 4.06
Br 5.60 2.77 0.50
Br -0.75 4.06 0.43
Br 5.17 -3.60 -3.07
```

Results of the Löwdin charge analysis, in e, for atoms 1 through 8: -0.018, -0.341, -0.258, -0.201, -0.026, 0.115, 0.156, -0.134